This record from the Open Molecules 2025 dataset describes one molecule with the formula C3H7N in a non-equilibrium geometry. The level of theory is ωB97M-V/def2-TZVPD.

```
11
Properties=species:S:1:pos:R:3:lowdin_charge:R:1
H 2.01 -0.63 0.57 0.100
C 1.57 0.44 0.61 -0.095
H -1.99 0.20 -1.47 0.039
H -2.58 -1.30 -0.40 0.029
H 0.25 0.86 -1.16 0.129
C -0.65 -0.38 0.06 -0.294
N 0.35 0.50 -0.22 -0.137
C -1.84 -0.53 -0.64 -0.045
H 1.35 0.63 1.67 0.072
H -0.51 -1.03 0.99 0.121
H 2.04 1.22 0.00 0.083
```

## Properties
highest occupied orbital energy	-7.6	eV
relative energy (zero: lowest compared OMol25 entry of this formula, charge and spin)	1.271	eV
LUMO energy	1.160	eV
multiplicity	1
SMILES	C=CNC
Kohn-Sham gap	8.785	eV
maximum force	3.9	eV/A